Below is a cluster of 2 separate species, C16H17N in total at a distorted geometry, with properties calculated with ωB97M-V/def2-TZVPD.

```
34
C16H17N ωB97M-V/def2-TZVPD
N -2.73265 -0.93681 -0.08097
C -1.24242 2.10610 1.30136
C 2.19006 2.32846 -1.49047
C -0.34241 1.46129 2.16552
C -0.57716 -3.24674 1.80527
C 1.03419 0.85693 -2.98757
C -2.14932 -2.16008 0.10752
C 2.57617 -1.25955 -0.26462
C -2.06860 1.37159 0.47404
C -0.27041 0.09070 2.20985
C 2.08491 -0.02502 -0.98493
C 1.29720 -0.20738 -2.12602
C -2.11926 -0.00098 0.74469
C 2.62167 1.24469 -0.75467
C 1.47400 2.12140 -2.66794
C -1.21512 -2.09357 1.10540
C -1.10671 -0.71194 1.40610
H -3.35498 -0.66789 -0.82253
H -2.82584 1.81776 -0.15608
H 0.33768 2.04564 2.76946
H 2.02468 -2.13287 -0.61020
H 0.51838 0.51978 -3.87148
H 0.04143 -3.83046 1.10467
H -1.20674 3.17809 1.16912
H 0.75342 -1.14088 -2.16965
H -2.38689 -3.06681 -0.42675
H 2.40444 3.32213 -1.18537
H 0.42844 -0.27537 2.95309
H 3.63029 -1.48152 -0.34269
H 0.07324 -2.91539 2.60001
H 3.40832 1.27129 -0.00126
H 1.39290 2.97954 -3.32546
H -1.28347 -3.99093 2.14455
H 2.23605 -1.10050 0.76134
```

As for the SMILES: Cc1c[nH]c2ccccc12.Cc1ccccc1. The total charge is 0. The HOMO energy is -7.69 eV. Its strongest force on any atom is 3.0 eV/Å. For the HOMO-LUMO gap, the calculation gives 8.54 eV.

Here are the natural (NBO) charges for atoms 1 to 8, given in e: number 1, N, carries -0.52; number 2, C, carries -0.22; number 3, C, carries -0.20; number 4, C, carries -0.22; number 5, C, carries -0.63; number 6, C, carries -0.21; number 7, C, carries -0.02; number 8, C, carries -0.64

=====

Below is a cluster of 2 separate species, C16H17N in total at a distorted geometry, with properties calculated with ωB97M-V/def2-TZVPD.

```
34
C16H17N ωB97M-V/def2-TZVPD
N 3.05069 -0.72015 3.09859
C -2.40291 0.09323 -4.14009
C 1.98149 -0.08026 2.51870
C -0.14474 0.37324 -2.48337
C 0.77739 1.37957 1.07262
C -0.46110 -0.13001 2.67364
C -0.21373 1.05471 -3.67936
C -1.35968 1.63857 -5.81344
C 1.23301 -1.40447 4.19713
C 2.61132 -1.51640 4.16488
C -0.36054 0.91550 1.77364
C 1.97851 0.85018 1.48566
C 0.78428 -0.56531 3.11959
C -1.19912 -0.46829 -2.14255
C 0.24939 -2.16717 5.07792
C -1.32929 0.89250 -4.51420
C -2.33098 -0.59586 -2.91404
H -0.70879 1.15071 -6.55724
H -1.43801 -0.52455 2.93140
H -0.99925 2.66690 -5.66898
H -3.18633 -1.23346 -2.70712
H 2.92771 1.01021 0.95981
H 0.50173 -3.19403 5.33787
H -1.22014 -1.10425 -1.26286
H -2.34230 1.71072 -6.29902
H 3.14621 -2.24163 4.74635
H 0.65021 0.58871 -1.77736
H 0.13228 -1.65487 6.04526
H -3.30265 0.06476 -4.72539
H -0.73033 -1.98231 4.64110
H 0.62853 2.11071 0.30963
H 3.83854 -0.09708 3.19118
H 0.50911 1.78747 -4.04695
H -1.27051 1.39242 1.38696
```

As for the SMILES: Cc1c[nH]c2ccccc12.Cc1ccccc1. The total charge is 0. The HOMO energy is -7.99 eV. Its strongest force on any atom is 2.9 eV/Å. For the HOMO-LUMO gap, the calculation gives 8.93 eV.

Here are the natural (NBO) charges for atoms 1 to 8, given in e: number 1, N, carries -0.54; number 2, C, carries -0.21; number 3, C, carries 0.11; number 4, C, carries -0.21; number 5, C, carries -0.23; number 6, C, carries -0.24; number 7, C, carries -0.21; number 8, C, carries -0.63

=====

Below is a cluster of 2 separate species, C16H17N in total at a distorted geometry, with properties calculated with ωB97M-V/def2-TZVPD.

```
34
C16H17N ωB97M-V/def2-TZVPD
N 0.94606 0.33105 -2.26735
C -0.03079 -0.58448 -1.93109
C 0.67739 -1.29961 3.61115
C 1.72495 -1.26512 2.75800
C 0.38347 1.55483 -2.57354
C -1.92588 2.64990 -2.44060
C 1.99711 -0.07610 2.00131
C 1.35617 1.08857 2.29307
C 0.01379 -0.07944 3.89348
C -2.48723 -0.28892 -1.54859
C -1.26081 0.20568 -1.99344
C -2.53812 -1.57743 -0.98156
C 0.40040 1.10590 3.32920
C 2.82026 0.09836 0.71166
C -0.99197 1.54858 -2.38390
C -1.34496 -2.25174 -0.92796
C -0.07400 -1.87707 -1.32602
H -3.32643 0.18467 -1.64928
H -2.61733 2.68530 -3.31645
H -1.53786 3.62539 -2.24398
H -0.24644 1.97055 3.29097
H 1.00310 2.33031 -2.91931
H 1.84458 0.16060 -2.52222
H -1.38826 -3.42960 -0.78856
H -3.45317 -1.98439 -0.70272
H -0.70521 0.02689 4.73583
H 3.90824 0.09234 0.82852
H -2.59680 2.58242 -1.58324
H 2.28494 -2.22574 2.71512
H 1.62538 2.07184 1.97432
H 0.91648 -2.34701 -1.11541
H 2.53006 1.16532 0.32292
H 0.31750 -2.33158 3.93844
H 2.50014 -0.60609 -0.04042
```

As for the SMILES: Cc1c[nH]c2ccccc12.Cc1ccccc1. The total charge is 0. The HOMO energy is -7.68 eV. Its strongest force on any atom is 6.2 eV/Å. For the HOMO-LUMO gap, the calculation gives 8.49 eV.

Here are the natural (NBO) charges for atoms 1 to 8, given in e: number 1, N, carries -0.54; number 2, C, carries 0.21; number 3, C, carries -0.21; number 4, C, carries -0.22; number 5, C, carries -0.02; number 6, C, carries -0.64; number 7, C, carries -0.01; number 8, C, carries -0.22

=====

Below is a cluster of 2 separate species, C16H17N in total at a distorted geometry, with properties calculated with ωB97M-V/def2-TZVPD.

```
34
C16H17N ωB97M-V/def2-TZVPD
N -1.29591 1.10427 1.17152
C 3.52137 -0.32631 -1.28551
C -2.26977 -0.27739 -0.46801
C 2.57667 0.96528 0.46008
C -0.68598 1.44161 -1.25985
C 2.12972 0.03074 2.79570
C -3.75539 -1.65778 1.16256
C -2.46601 -0.69666 -1.77024
C -2.84540 -0.55791 0.82168
C 2.98251 -1.39448 0.90243
C 2.93209 0.83810 -0.91361
C 2.53382 -0.08307 1.32302
C -1.08978 1.18568 -2.62382
C -2.03211 0.18771 -2.75036
C -1.36436 0.91723 -0.11294
C -2.28740 0.24007 1.82242
C 3.46659 -1.52282 -0.33703
H 3.11050 -0.08780 3.37216
H -0.63482 1.80706 -3.45494
H 2.42822 1.99442 0.83765
H 2.47349 1.47646 -1.68333
H 3.90697 -2.49326 -0.78957
H 2.90550 -2.15845 1.59091
H 0.21148 2.20054 -1.03466
H 1.60110 -0.85803 3.04923
H -3.06152 -1.68988 -1.79599
H 1.66377 0.96387 3.06318
H -4.47770 -1.76335 0.20636
H -0.65511 1.65441 1.82362
H -2.28313 0.26178 2.84916
H -3.18709 -2.58570 1.16245
H -2.36131 -0.02801 -3.78572
H -4.46808 -1.63026 2.05060
H 3.81972 -0.53371 -2.26088
```

As for the SMILES: Cc1c[nH]c2ccccc12.Cc1ccccc1. The total charge is 0. The HOMO energy is -7.75 eV. Its strongest force on any atom is 7.1 eV/Å. For the HOMO-LUMO gap, the calculation gives 8.48 eV.

Here are the natural (NBO) charges for atoms 1 to 8, given in e: number 1, N, carries -0.54; number 2, C, carries -0.21; number 3, C, carries -0.07; number 4, C, carries -0.24; number 5, C, carries -0.23; number 6, C, carries -0.63; number 7, C, carries -0.63; number 8, C, carries -0.22